Formula: C23H29NO6
Source: the Open Molecules 2025 dataset
Level of theory: ωB97M-V/def2-TZVPD

```
59
Properties=species:S:1:pos:R:3:mulliken_charge:R:1
C 4.462 -0.780 2.923 -1.64
C 3.006 -0.628 2.364 0.26
C 2.516 0.318 1.537 1.50
C 3.525 1.249 0.957 -2.27
C 1.282 0.394 1.189 0.48
C 0.732 1.190 0.327 0.11
O 1.630 2.080 -0.455 -0.46
C 0.974 2.909 -1.266 -1.52
C 0.268 2.164 -2.445 1.12
O -0.535 2.807 -3.072 -0.75
N 0.647 1.176 -3.049 0.04
C 1.956 0.291 -2.803 -0.81
C 1.721 -0.859 -2.225 0.35
C 0.520 -1.783 -3.132 -0.35
O 0.278 -2.882 -2.430 -0.53
C -0.597 -0.780 -3.218 -1.02
C -0.225 0.485 -3.945 -0.92
C -0.639 1.209 0.071 -0.29
C -1.346 0.614 0.824 0.29
C -0.893 -0.436 1.657 0.96
C 0.527 -0.601 1.731 -0.55
O 0.797 -1.429 2.905 -0.36
C 2.057 -1.649 3.057 0.45
O 2.333 -2.558 3.808 -0.69
C -1.908 -1.589 2.385 -2.02
C -3.083 -1.504 1.541 -0.27
C -3.678 -0.120 1.253 0.97
C -4.199 0.694 2.597 -1.70
C -5.095 -0.149 0.600 -1.63
O -2.681 0.574 0.398 -0.29
H 5.214 -1.056 2.057 0.30
H 4.866 -0.009 3.629 0.37
H 4.429 -1.760 3.571 0.31
H 4.625 1.389 1.641 0.15
H 3.266 2.457 1.072 0.24
H 3.799 1.277 0.154 0.83
H 1.919 3.340 -1.806 0.34
H 0.534 3.601 -1.001 0.96
H 2.630 1.091 -2.004 -0.04
H 2.506 0.332 -3.723 0.41
H 2.569 -1.435 -1.923 0.56
H 1.155 -0.698 -1.097 -0.40
H 1.034 -2.035 -3.965 0.57
H -0.126 -2.924 -1.668 0.25
H -1.191 -0.676 -2.559 0.82
H -1.046 -1.391 -4.194 0.26
H -1.002 1.229 -4.090 0.56
H 0.272 0.023 -4.951 0.23
H -1.128 2.046 -0.615 0.40
H -2.063 -1.170 3.177 0.97
H -1.359 -2.384 2.186 0.60
H -3.024 -1.961 0.437 0.19
H -4.068 -2.185 2.116 0.20
H -3.082 0.708 2.981 0.27
H -4.686 0.379 3.288 0.66
H -4.481 1.637 2.326 0.49
H -5.298 1.001 0.080 0.27
H -5.833 -0.472 1.215 0.52
H -4.781 -0.761 -0.413 0.28
```

The value obtained for the LUMO energy is -0.00542 Eh. The relative energy (zero: lowest compared OMol25 entry of this formula, charge and spin) is 2297.4 kJ/mol. Its SMILES is Cc1c(C)c2c(OCC(=O)N3CCC(O)CC3)cc3c(c2oc1=O)CCC(C)(C)O3.


Formula: C23H30BCl60
Source: the Open Molecules 2025 dataset
Level of theory: ωB97M-V/def2-TZVPD

```
114
Properties=species:S:1:pos:R:3:mulliken_charge:R:1
B -0.519 -3.273 -2.114 0.61
C -0.064 -4.857 -2.363 -0.23
C -0.315 -5.632 -1.014 -0.16
C 1.073 -5.822 -0.310 -0.97
H -1.711 -3.093 -2.205 -0.31
H -0.190 -3.008 -0.975 -0.26
H 0.141 -2.577 -2.845 -0.43
H 1.010 -4.834 -2.634 -0.11
H -0.591 -5.331 -3.221 -0.08
H -0.913 -4.998 -0.338 0.21
H -0.863 -6.585 -1.166 0.21
H 1.765 -5.045 -0.680 0.34
H 0.956 -5.620 0.773 0.30
H 1.548 -6.793 -0.509 0.13
C -0.349 -0.306 -4.969 -0.47
Cl 1.326 -0.441 -4.415 -0.10
Cl -0.988 -1.892 -5.396 0.04
Cl -1.352 0.462 -3.731 0.01
H -0.363 0.317 -5.855 0.44
C -4.435 2.005 -1.355 -0.02
Cl -4.803 3.585 -2.063 -0.17
Cl -5.288 0.719 -2.213 -0.11
Cl -2.696 1.710 -1.369 -0.05
H -4.771 2.008 -0.325 0.32
C 1.650 3.251 -4.309 0.50
Cl 2.732 3.243 -5.706 -0.14
Cl 2.477 3.892 -2.883 -0.07
Cl 0.195 4.191 -4.652 -0.13
H 1.358 2.228 -4.099 -0.21
C -3.888 -4.968 -5.800 -0.06
Cl -2.152 -4.741 -5.604 -0.07
Cl -4.454 -4.234 -7.310 -0.14
Cl -4.301 -6.688 -5.753 -0.13
H -4.389 -4.476 -4.975 0.35
C 1.892 5.064 0.723 0.40
Cl 0.389 4.142 0.644 -0.08
Cl 1.563 6.760 1.099 -0.14
Cl 2.997 4.366 1.910 0.01
H 2.368 5.021 -0.250 -0.18
C 1.801 -10.340 0.101 -0.04
Cl 2.845 -10.294 -1.328 -0.09
Cl 2.675 -9.760 1.526 -0.14
Cl 0.342 -9.381 -0.151 -0.06
H 1.513 -11.370 0.278 0.33
C 3.138 3.840 5.971 -0.11
Cl 3.815 4.072 7.592 -0.13
Cl 2.254 5.280 5.453 -0.08
Cl 4.415 3.447 4.815 -0.10
H 2.445 3.008 6.008 0.39
C 0.423 -13.390 -2.958 -0.05
Cl 1.350 -12.454 -4.136 -0.08
Cl 1.490 -14.085 -1.728 -0.13
Cl -0.830 -12.402 -2.212 -0.10
H -0.060 -14.205 -3.482 0.37
C -0.994 4.584 8.074 0.74
Cl -1.399 6.174 7.420 -0.12
Cl -1.845 3.312 7.191 -0.14
Cl 0.751 4.314 8.032 -0.02
H -1.315 4.553 9.107 -0.46
C -0.367 8.346 -1.757 -0.03
Cl 0.865 7.151 -2.175 -0.03
Cl -1.253 8.853 -3.201 -0.14
Cl -1.478 7.707 -0.542 -0.10
H 0.129 9.215 -1.342 0.31
C -5.417 7.410 8.529 -0.03
Cl -4.633 8.353 7.257 -0.12
Cl -6.790 6.507 7.879 -0.12
Cl -4.260 6.320 9.299 -0.02
H -5.788 8.096 9.280 0.30
C -8.906 2.280 -4.168 0.00
Cl -7.691 3.247 -3.327 -0.05
Cl -8.627 0.556 -3.908 -0.11
Cl -10.537 2.732 -3.644 -0.14
H -8.825 2.480 -5.229 0.32
C 6.903 4.310 0.202 -0.12
Cl 5.502 4.081 -0.849 -0.03
Cl 7.173 6.028 0.515 -0.13
Cl 6.696 3.426 1.717 -0.07
H 7.776 3.915 -0.305 0.35
C 2.895 -8.109 -4.814 -0.11
Cl 1.895 -6.716 -4.398 -0.01
Cl 2.148 -9.627 -4.284 -0.06
Cl 3.196 -8.172 -6.561 -0.15
H 3.848 -8.000 -4.310 0.28
C -11.878 0.551 -0.707 0.37
Cl -10.217 0.347 -0.147 -0.10
Cl -12.583 -1.007 -1.152 -0.13
Cl -12.861 1.349 0.528 -0.14
H -11.862 1.181 -1.588 -0.01
C 4.298 7.200 10.400 -0.09
Cl 5.087 8.147 9.135 -0.12
Cl 2.933 6.295 9.741 0.03
Cl 5.454 6.107 11.172 -0.13
H 3.923 7.883 11.152 0.33
C -1.365 -6.542 -9.477 -0.05
Cl -2.893 -7.428 -9.376 -0.12
Cl -1.583 -4.866 -8.973 -0.07
Cl -0.125 -7.327 -8.494 -0.08
H -1.038 -6.548 -10.509 0.33
C -1.170 5.750 12.488 -0.03
Cl -1.584 7.336 11.830 -0.11
Cl -2.018 4.470 11.610 -0.14
Cl 0.577 5.493 12.434 -0.08
H -1.488 5.717 13.523 0.36
C 5.001 -2.085 -5.335 -0.04
Cl 3.910 -2.234 -6.717 -0.11
Cl 4.711 -0.571 -4.471 -0.10
Cl 4.820 -3.466 -4.249 -0.09
H 6.019 -2.075 -5.705 0.34
C 10.635 4.664 3.199 -0.02
Cl 9.628 6.064 3.577 -0.10
Cl 9.879 3.176 3.776 -0.10
Cl 10.945 4.571 1.460 -0.12
H 11.584 4.781 3.707 0.34
```

The value obtained for the LUMO energy is 0.04428 Eh. As for the total charge: -1.


Formula: C23H30BN9OSSeSr
Source: the Open Molecules 2025 dataset
Level of theory: ωB97M-V/def2-TZVPD

```
67
Properties=species:S:1:pos:R:3:mulliken_charge:R:1
Sr -0.154 0.436 -0.205 2.19
C -1.769 3.900 -1.173 -1.32
C -2.616 3.052 -0.279 0.52
C -3.928 3.260 0.153 -1.24
C -4.229 2.166 0.942 0.76
C -5.499 1.885 1.674 -1.21
N -3.147 1.359 0.961 0.75
N -2.151 1.910 0.212 -0.37
B -2.973 0.060 1.800 -1.09
N -1.781 0.191 2.777 0.52
N -0.531 0.572 2.391 0.00
C 0.217 0.604 3.487 0.54
C 1.659 0.995 3.426 -1.27
C -0.544 0.234 4.602 -1.25
C -1.808 -0.022 4.108 0.77
C -3.024 -0.461 4.855 -1.23
N -2.836 -1.218 0.930 0.93
N -1.698 -1.527 0.245 -0.53
C -1.891 -2.715 -0.316 0.29
C -0.842 -3.337 -1.179 -1.14
C -3.162 -3.199 0.012 -1.26
C -3.729 -2.221 0.806 0.89
C -5.077 -2.220 1.446 -1.18
H -2.225 4.877 -1.320 0.35
H -0.776 4.049 -0.747 0.28
H -1.649 3.435 -2.154 0.20
H -4.575 4.092 -0.073 0.45
H -6.217 2.675 1.460 0.34
H -5.937 0.934 1.372 0.15
H -5.341 1.847 2.752 0.24
H -3.969 -0.066 2.446 -0.23
H 1.783 1.930 2.877 0.28
H 2.056 1.140 4.430 0.34
H 2.254 0.228 2.928 0.13
H -0.221 0.162 5.627 0.44
H -2.778 -0.565 5.910 0.35
H -3.837 0.260 4.761 0.21
H -3.390 -1.422 4.492 0.20
H 0.131 -2.875 -1.003 0.15
H -0.751 -4.403 -0.972 0.36
H -1.085 -3.218 -2.236 0.24
H -3.613 -4.130 -0.287 0.45
H -5.611 -3.124 1.160 0.34
H -5.006 -2.191 2.534 0.21
H -5.670 -1.361 1.132 0.16
C 5.762 -2.351 -0.381 -0.99
N 5.377 -0.958 -0.462 0.29
C 4.151 -0.449 -0.171 -0.27
Se 2.693 -1.410 0.403 -0.40
N 4.217 0.880 -0.381 0.26
C 5.470 1.237 -0.854 0.27
C 6.003 2.449 -1.259 -0.70
C 7.322 2.442 -1.686 -0.50
C 8.075 1.266 -1.711 -0.60
C 7.535 0.052 -1.315 -0.59
C 6.217 0.064 -0.890 0.64
H 4.958 -2.900 0.098 0.28
H 6.674 -2.445 0.209 0.34
H 5.931 -2.753 -1.380 0.34
H 3.378 1.444 -0.444 0.18
H 5.415 3.357 -1.248 0.43
H 7.776 3.368 -2.012 0.38
H 9.101 1.303 -2.052 0.38
H 8.114 -0.861 -1.347 0.41
O 1.679 1.681 -1.391 -0.71
S 1.147 1.337 -2.777 0.29
N -0.054 0.502 -2.846 -0.43
```

The value obtained for the LUMO energy is 0.01701 Eh. The relative energy (zero: lowest compared OMol25 entry of this formula, charge and spin) is 0.0 kJ/mol.


Formula: C23H30Cl2LaN8O4S
Source: the Open Molecules 2025 dataset
Level of theory: ωB97M-V/def2-TZVPD

```
69
Properties=species:S:1:pos:R:3:mulliken_charge:R:1
La 0.756 -0.425 -0.051 2.00
N 0.992 -0.278 2.633 -0.50
C 1.815 -1.438 3.065 -0.59
C 1.022 -2.705 2.808 -1.00
N 0.665 -2.961 1.404 0.71
C 1.601 -3.922 0.782 -0.99
C 3.040 -3.436 0.707 -1.06
N 3.145 -2.043 0.182 -0.60
C -0.699 -3.520 1.311 -0.90
C -1.349 -3.350 -0.063 -0.97
N -1.461 -1.923 -0.387 -0.40
H 1.449 0.611 2.854 0.26
H 0.089 -0.248 3.123 0.20
H 2.048 -1.442 4.141 0.47
H 2.742 -1.346 2.518 0.26
H 0.077 -2.655 3.387 0.56
H 1.581 -3.536 3.228 0.31
H 1.181 -4.159 -0.195 0.48
H 1.480 -4.865 1.316 0.47
H 3.671 -4.133 0.167 0.51
H 3.444 -3.375 1.723 0.38
H 3.131 -2.035 -0.836 0.15
H 4.021 -1.558 0.426 0.24
H -1.337 -3.002 2.028 0.52
H -0.696 -4.575 1.620 0.34
H -2.334 -3.840 -0.025 0.45
H -0.799 -3.805 -0.852 0.42
H -2.231 -1.468 0.127 0.16
H -1.627 -1.754 -1.390 0.28
N -6.579 2.613 2.158 -0.48
C -5.326 2.418 1.669 1.02
C -5.117 1.434 0.710 -0.95
C -3.861 1.296 0.149 -0.38
C -2.816 2.165 0.517 -0.15
C -3.030 3.204 1.383 -0.62
C -4.290 3.304 1.979 -0.76
S -1.315 2.042 -0.385 1.23
O -1.165 3.193 -1.220 -0.62
O -1.475 0.682 -0.977 -0.83
N -0.023 1.797 0.550 0.12
C 0.999 2.733 0.669 0.22
N 0.718 4.040 0.804 -0.45
C 1.745 4.817 1.060 -0.22
C 3.047 4.374 1.115 -0.63
C 3.233 3.006 0.988 -0.29
N 2.201 2.156 0.795 -0.07
H -7.326 1.954 1.960 0.20
H -6.707 3.219 2.939 0.20
H -5.930 0.788 0.377 0.27
H -3.720 0.541 -0.608 0.51
H -2.258 3.934 1.604 0.50
H -4.467 4.129 2.649 0.31
H 1.572 5.889 1.184 0.42
H 3.869 5.044 1.253 0.43
H 4.218 2.543 1.002 0.41
Cl 0.184 0.603 -7.483 -0.22
C 0.906 0.469 -5.859 -0.02
C 1.428 1.603 -5.203 -0.37
C 1.845 1.533 -3.863 0.48
Cl 2.226 2.913 -2.921 -0.16
C 1.777 0.340 -3.149 -0.14
O 1.925 0.302 -1.856 -0.75
C 1.443 -0.812 -3.898 1.03
C 1.278 -2.087 -3.233 -0.41
O 1.083 -2.219 -2.014 -0.22
C 0.988 -0.760 -5.226 -0.99
H 1.406 2.579 -5.708 0.41
H 1.295 -2.969 -3.905 0.39
H 0.606 -1.624 -5.755 0.42
```

The value obtained for the LUMO energy is -0.09518 Eh. As for the total charge: +1. The relative energy (zero: lowest compared OMol25 entry of this formula, charge and spin) is 0.0 kJ/mol.